1.
Here is a 5-piece molecular cluster, C4H16O4 overall from OMol25. Energies are from ωB97M-V/def2-TZVPD.

<S²>   0.75
LUMO energy (alpha / beta)   0.12071 / 0.11768 hartree
HOMO (alpha / beta)   0.4 / -6.8 eV
Net charge   -1
Energy above the lowest of the compared OMol25 structures with the same formula, charge and spin   0.830 eV
Multiplicity   2
Orbital gap (alpha / beta)   2.90 / 10.04 eV

Positions of all 24 atoms, in Å:
1 O 1.00 -1.79 1.74
2 O 3.46 0.91 -1.19
3 O 1.63 1.30 1.72
4 O 0.24 -3.44 -0.13
5 C -1.71 1.29 -2.46
6 C -2.58 0.80 1.11
7 C -1.42 0.67 -1.07
8 C -2.15 1.41 0.00
9 H 1.36 0.54 1.19
10 H 3.71 -0.01 -1.04
11 H 2.86 1.08 -0.45
12 H -1.78 2.35 -2.22
13 H -1.46 -0.41 -0.96
14 H 0.30 -2.33 2.14
15 H -2.40 -0.24 1.31
16 H 1.00 1.84 2.19
17 H -2.66 1.03 -2.96
18 H -0.90 0.96 -3.08
19 H -2.33 2.49 -0.12
20 H -3.10 1.20 1.96
21 H 1.31 -2.24 0.95
22 H 0.35 -4.38 0.09
23 H 0.72 -3.21 -0.95
24 H -0.36 0.75 -0.73

2.
Here is one molecule with the formula CH9ClSi3 from OMol25. Energies are from ωB97M-V/def2-TZVPD.

LUMO energy   -0.00475 hartree
HOMO   -9.1 eV
SMILES string   C[Si@H](Cl)[SiH2][SiH3]
Energy above the lowest of the compared OMol25 structures with the same formula, charge and spin   0.000 eV
Orbital gap   8.98 eV

Positions of all 14 atoms, in Å:
1 Cl 1.67 -1.74 -0.78
2 Si 1.10 -0.67 0.82
3 Si -2.16 -0.44 -1.85
4 Si -1.34 0.36 0.15
5 C 2.23 0.90 1.06
6 H 1.52 -1.62 2.08
7 H 2.03 1.68 0.36
8 H -1.00 -0.20 -2.70
9 H -1.61 1.84 0.66
10 H -2.13 -0.27 1.13
11 H 3.32 0.51 0.84
12 H 2.20 1.37 2.02
13 H -3.44 0.14 -2.53
14 H -2.39 -1.85 -1.26

3.
Here is C37H62MgN5O4Si as an isolated structure from OMol25. Energies are from ωB97M-V/def2-TZVPD.

LUMO energy   0.08887 hartree
HOMO   -2.6 eV
Net charge   -1
Energy above the lowest of the compared OMol25 structures with the same formula, charge and spin   0.000 eV
Orbital gap   5.07 eV

Positions of all 110 atoms, in Å:
1 Si 2.35 0.82 0.17
2 Mg -1.10 0.62 -0.39
3 O 2.55 2.11 1.21
4 O 3.42 1.18 -1.05
5 O 0.86 0.71 -0.29
6 O 3.01 -0.52 0.87
7 N -1.02 2.48 0.89
8 N -2.09 0.17 1.50
9 N -0.87 2.44 -1.84
10 N -3.37 1.68 -0.65
11 N -3.23 -1.34 -0.67
12 C -2.14 2.90 -2.40
13 C 3.44 -1.06 3.15
14 C -3.72 -5.37 -1.40
15 C 2.75 -2.79 1.47
16 C -4.59 -2.65 0.93
17 C -1.76 0.97 2.53
18 C 4.80 1.12 -2.96
19 C -0.03 3.43 -1.15
20 C 2.32 0.95 -3.18
21 C -2.10 0.74 3.84
22 C 1.10 -1.11 2.29
23 C -4.52 0.81 -0.88
24 C 2.56 -1.35 1.94
25 C -1.41 -2.39 -2.10
26 C 0.11 -2.36 -2.20
27 C -1.60 -5.83 -0.41
28 C 3.62 -0.95 -2.20
29 C -1.91 -3.76 -1.66
30 C -2.99 -0.89 1.72
31 C -1.02 2.21 2.13
32 C 3.73 2.84 1.53
33 C -4.13 -0.54 -1.47
34 C 4.94 1.92 1.67
35 C -1.11 -4.63 -0.91
36 C 3.46 3.53 2.87
37 C -0.32 3.07 3.15
38 C -3.58 -1.56 0.69
39 C -2.80 -0.48 4.12
40 C 3.53 0.56 -2.33
41 C -1.79 -1.33 -1.03
42 C -3.21 -1.27 3.11
43 C -2.91 -6.21 -0.66
44 C -0.40 3.65 0.33
45 C -3.23 -4.16 -1.88
46 C 3.98 3.88 0.45
47 C -1.95 -2.05 -3.50
48 C -3.25 2.94 -1.34
49 H 4.77 1.17 2.45
50 H 3.21 2.79 3.63
51 H -0.09 -4.35 -0.69
52 H -5.07 -1.09 -1.67
53 H 0.93 -0.08 2.59
54 H 3.75 -1.42 -3.18
55 H 4.17 3.39 -0.51
56 H -0.31 2.02 -2.57
57 H -3.90 -3.51 -2.43
58 H 5.66 0.86 -2.34
59 H 4.95 0.71 -3.96
60 H -2.43 2.18 -3.17
61 H 5.14 1.40 0.74
62 H 0.98 3.04 -1.18
63 H 0.58 -2.39 -1.22
64 H -0.94 -6.47 0.17
65 H 3.19 -1.73 3.98
66 H 2.72 -1.35 -1.74
67 H -3.04 3.74 -0.63
68 H -5.24 -2.45 1.79
69 H -4.13 -3.64 1.08
70 H 5.82 2.51 1.95
71 H 0.45 -1.32 1.44
72 H -3.66 -0.37 -2.44
73 H 0.42 -1.42 -2.66
74 H -3.71 -2.21 3.33
75 H 4.49 -1.20 2.90
76 H -1.82 1.41 4.64
77 H -0.05 4.39 -1.67
78 H -0.44 2.70 4.16
79 H -2.99 -0.76 5.15
80 H 0.52 3.94 0.86
81 H -5.23 -2.75 0.05
82 H -3.29 -7.15 -0.27
83 H -5.05 0.65 0.06
84 H 2.13 -2.98 0.59
85 H 2.47 -3.50 2.25
86 H 3.10 4.52 0.34
87 H 1.41 0.59 -2.69
88 H -3.03 -2.07 -3.56
89 H 0.50 -3.19 -2.81
90 H 3.80 -2.96 1.20
91 H 2.63 4.23 2.77
92 H 4.74 2.21 -3.02
93 H 4.47 -1.22 -1.56
94 H -2.04 3.89 -2.87
95 H 0.80 -1.76 3.12
96 H -1.31 -1.75 -0.12
97 H -3.17 1.76 0.34
98 H -1.10 4.49 0.42
99 H -4.18 3.21 -1.84
100 H -4.76 -5.64 -1.58
101 H 2.38 0.52 -4.18
102 H -0.67 4.10 3.09
103 H 3.29 -0.03 3.48
104 H 4.83 4.51 0.70
105 H -5.23 1.31 -1.57
106 H 2.26 2.04 -3.27
107 H 4.34 4.09 3.20
108 H -1.56 -2.75 -4.25
109 H -1.62 -1.04 -3.76
110 H 0.74 3.06 2.90

What is the energy above the lowest of the compared OMol25 structures with the same formula, charge and spin in the third record?
0.000 eV

Please write out number 1 again, unchanged.
Here is a 5-piece molecular cluster, C4H16O4 overall from OMol25. Energies are from ωB97M-V/def2-TZVPD.

<S²>   0.75
LUMO energy (alpha / beta)   0.12071 / 0.11768 hartree
HOMO (alpha / beta)   0.4 / -6.8 eV
Net charge   -1
Energy above the lowest of the compared OMol25 structures with the same formula, charge and spin   0.830 eV
Multiplicity   2
Orbital gap (alpha / beta)   2.90 / 10.04 eV

Positions of all 24 atoms, in Å:
1 O 1.00 -1.79 1.74
2 O 3.46 0.91 -1.19
3 O 1.63 1.30 1.72
4 O 0.24 -3.44 -0.13
5 C -1.71 1.29 -2.46
6 C -2.58 0.80 1.11
7 C -1.42 0.67 -1.07
8 C -2.15 1.41 0.00
9 H 1.36 0.54 1.19
10 H 3.71 -0.01 -1.04
11 H 2.86 1.08 -0.45
12 H -1.78 2.35 -2.22
13 H -1.46 -0.41 -0.96
14 H 0.30 -2.33 2.14
15 H -2.40 -0.24 1.31
16 H 1.00 1.84 2.19
17 H -2.66 1.03 -2.96
18 H -0.90 0.96 -3.08
19 H -2.33 2.49 -0.12
20 H -3.10 1.20 1.96
21 H 1.31 -2.24 0.95
22 H 0.35 -4.38 0.09
23 H 0.72 -3.21 -0.95
24 H -0.36 0.75 -0.73